#a
This record from the Open Molecules 2025 dataset describes 2 unconnected molecules or ions with the total composition C3H8S. The level of theory is wB97M-V/def2-TZVPD.

Atoms and positions in Å:
C 0.6492 -2.2016 0.9923
C 0.8160 -2.3894 -0.3057
H -0.3267 -2.2684 1.4542
H 1.3731 -1.9382 1.7513
H -0.0455 -2.4200 -0.9560
H 1.7763 -2.6511 -0.7458
C 0.2577 2.1265 0.3459
S -0.8370 1.0058 -0.5791
H 0.7281 1.5941 1.1791
H -0.3196 2.9232 0.8152
H 1.0157 2.4574 -0.3439
H -1.8114 0.9587 0.3363

Output
SMILES string: C=C.CS
Gap between HOMO and LUMO: 9.81 eV
Lowest unoccupied orbital energy: 1.0 eV
Highest occupied orbital energy: -8.83 eV


#b
This record from the Open Molecules 2025 dataset describes 2 unconnected molecules or ions with the total composition C3H8S. The level of theory is wB97M-V/def2-TZVPD.

Atoms and positions in Å:
C -2.0006 0.6866 0.5414
C -1.6811 0.0166 -0.5963
C -1.0439 -1.5342 -0.7229
H -2.8004 1.4263 0.6888
H -1.4909 0.2659 1.4169
H -1.7224 0.5919 -1.6605
H -1.7046 -2.2013 -0.1537
H -0.9689 -1.7420 -1.8187
H -0.0561 -1.4875 -0.2394
S 1.9851 0.3801 0.3547
H 2.4121 1.3131 1.3254
H 2.9239 0.7381 -0.5674

Output
SMILES string: C=CC.S
Gap between HOMO and LUMO: 9.78 eV
Lowest unoccupied orbital energy: 0.8 eV
Highest occupied orbital energy: -8.99 eV


Ranked by calculated energy, most stable first: #a, #b.